{"formula": "C32H38ClN3O2", "method": "ωB97M-V/def2-TZVPD", "de_lowest_kj_mol": 1.2, "elements": ["C", "C", "C", "H", "C", "C", "N", "C", "C", "N", "C", "C", "C", "C", "C", "C", "H", "H", "O", "C", "C", "C", "C", "C", "C", "H", "H", "Cl", "H", "H", "H", "H", "H", "C", "C", "C", "C", "C", "C", "H", "H", "O", "C", "C", "H", "H", "C", "N", "C", "C", "H", "H", "H", "H", "H", "C", "C", "H", "H", "H", "H", "H", "H", "H", "H", "H", "H", "H", "H", "H", "H", "H", "H", "H", "H", "H"], "xyz": [[4.65592, 0.67510, 3.14441], [4.12278, -0.32346, 2.12488], [4.62201, -0.01062, 0.71654], [4.26172, 0.97337, 0.41369], [4.13936, -1.04594, -0.30802], [2.65542, -1.02300, -0.41047], [1.96729, -0.03537, -0.90571], [0.64201, -0.33343, -0.72226], [0.54694, -1.54058, -0.07633], [1.83146, -1.98638, 0.11173], [2.17989, -3.18369, 0.75466], [2.99864, -4.11597, 0.12557], [3.34068, -5.29032, 0.76747], [2.84934, -5.55437, 2.04227], [2.02576, -4.62425, 2.67113], [1.69555, -3.44730, 2.03247], [1.06183, -2.72255, 2.52088], [1.66120, -4.83862, 3.66312], [3.19661, -6.66496, 2.76409], [3.41991, -7.86207, 2.14125], [2.72649, -8.27266, 1.00654], [2.95886, -9.52456, 0.46883], [3.87801, -10.37084, 1.06773], [4.56113, -9.97849, 2.20865], [4.33185, -8.72590, 2.74227], [4.84945, -8.40076, 3.63069], [5.26860, -10.64732, 2.67226], [4.16927, -11.93417, 0.38998], [2.42195, -9.84431, -0.41017], [1.99758, -7.61838, 0.55190], [3.99136, -6.00230, 0.28177], [3.35956, -3.92410, -0.87376], [-0.29240, -2.12804, 0.23371], [-0.40489, 0.56480, -1.17159], [-1.75767, 0.27235, -0.99391], [-2.72607, 1.15132, -1.42319], [-2.37883, 2.35321, -2.04504], [-1.03112, 2.64700, -2.23046], [-0.06440, 1.76000, -1.79850], [0.98158, 1.98270, -1.93971], [-0.72118, 3.56035, -2.71417], [-3.42638, 3.13135, -2.43759], [-3.18760, 4.43272, -2.93309], [-2.80135, 5.42172, -1.83198], [-1.92074, 5.06111, -1.29738], [-2.55792, 6.37750, -2.29680], [-3.94795, 5.59574, -0.83027], [-5.10618, 6.21232, -1.45203], [-5.08274, 7.66055, -1.44097], [-5.36406, 8.33213, -0.08963], [-6.36102, 8.08302, 0.26553], [-5.29502, 9.41163, -0.19639], [-4.64258, 8.01619, 0.66033], [-4.09889, 7.97618, -1.79700], [-5.82381, 8.00610, -2.16900], [-6.37650, 5.62745, -1.05910], [-6.64583, 4.33328, -1.82330], [-7.58202, 3.89241, -1.48862], [-5.84613, 3.61428, -1.67097], [-6.71821, 4.54016, -2.88784], [-6.42199, 5.42991, 0.02489], [-7.16640, 6.34323, -1.29956], [-3.58364, 6.17573, 0.03107], [-4.22765, 4.60627, -0.46471], [-4.14243, 4.74464, -3.36200], [-2.43078, 4.41382, -3.72679], [-3.77427, 0.93023, -1.29139], [-2.05250, -0.64921, -0.51530], [4.48239, -2.03748, -0.00949], [4.56166, -0.80352, -1.28501], [5.71409, 0.00748, 0.71374], [3.03094, -0.29644, 2.13318], [4.43310, -1.33396, 2.40614], [4.28867, 0.43945, 4.14058], [5.74351, 0.65544, 3.16594], [4.33678, 1.68308, 2.88959]], "forces_ev_per_a": [[-0.14, -0.21, -0.07], [0.20, 0.24, -0.07], [-0.13, -0.30, 0.10], [0.05, 0.06, -0.03], [0.17, 0.21, 0.08], [0.11, -0.30, 0.06], [0.14, 0.28, -0.20], [0.28, -0.70, 0.46], [-0.36, 0.40, -0.23], [0.05, 0.52, -0.33], [0.22, -0.57, 0.32], [-0.23, 0.15, 0.09], [0.11, -0.19, 0.24], [-0.10, 0.44, -0.20], [0.14, -0.40, -0.03], [0.10, 0.09, -0.25], [-0.03, 0.09, 0.04], [-0.04, -0.03, 0.11], [-0.01, 0.10, 0.23], [0.09, -0.56, -0.22], [-0.03, 0.23, 0.23], [0.13, -0.12, 0.06], [-0.04, 0.18, 0.08], [-0.09, -0.06, -0.15], [-0.18, 0.36, -0.05], [0.06, 0.04, 0.10], [0.06, -0.07, 0.03], [0.04, -0.20, -0.09], [-0.04, -0.05, -0.07], [-0.04, 0.03, -0.04], [0.03, -0.03, -0.04], [0.02, 0.04, -0.08], [-0.16, -0.13, 0.05], [-0.27, 0.36, -0.19], [0.19, 0.16, -0.08], [-0.12, 0.18, -0.07], [0.07, -0.21, 0.10], [-0.31, 0.28, -0.16], [-0.01, -0.34, 0.17], [0.08, 0.05, -0.02], [-0.01, 0.09, -0.02], [-0.02, -0.33, 0.15], [0.23, 0.53, -0.08], [-0.31, -0.40, 0.05], [0.09, 0.07, -0.04], [0.07, 0.06, -0.01], [0.26, 0.06, -0.17], [-0.05, -0.08, -0.01], [-0.06, 0.20, 0.13], [0.10, -0.22, -0.27], [-0.10, 0.01, 0.07], [-0.01, 0.13, 0.04], [0.04, 0.02, 0.12], [-0.05, 0.06, -0.08], [0.11, 0.06, -0.02], [-0.04, -0.22, -0.14], [-0.04, 0.25, 0.23], [-0.10, -0.12, 0.01], [0.08, -0.13, 0.01], [0.00, 0.01, -0.13], [-0.06, 0.10, -0.05], [0.00, 0.02, 0.09], [-0.08, -0.09, 0.02], [0.00, 0.03, 0.07], [0.14, -0.02, -0.03], [-0.10, -0.04, 0.04], [-0.12, -0.02, 0.01], [-0.06, -0.11, 0.05], [0.06, 0.05, -0.07], [-0.03, -0.12, -0.01], [0.04, 0.06, -0.01], [-0.07, -0.09, 0.00], [-0.07, -0.06, -0.02], [0.01, 0.06, 0.13], [0.12, 0.04, 0.04], [0.00, 0.14, 0.02]]}